The following is a DFT calculation (the ωB97M-V functional and the def2-TZVPD basis) of one molecule with the formula ClH2NOS2 at a distorted geometry.

Element x y z (Å)
1 N 0.329226 -0.922309 1.036497
2 O 1.001032 -1.005459 -1.283609
3 S -0.595168 1.439915 -1.435996
4 S -0.147584 -0.802661 -0.478316
5 Cl -1.479816 3.179773 -0.716109
6 H -0.443889 -1.195860 1.630690
7 H 1.336199 -0.693400 1.246842

Atoms 1-6, force components in eV/Å:
1.1201 0.5521 0.1462
1.7577 0.0173 -1.5531
0.4406 -0.0875 0.0777
-2.5083 0.6786 0.0892
0.2264 -0.9739 0.1728
0.7443 0.2418 0.7310

As for the LUMO energy (spin up / spin down): -1.13 / -1.13 eV. The value obtained for the HOMO energy (spin up / spin down) is -8.7 / -8.7 eV.

---

The following is a DFT calculation (the ωB97M-V functional and the def2-TZVPD basis) of a 2-piece molecular cluster, ClH2O overall at a distorted geometry.

Element x y z (Å)
1 Cl -0.891827 -1.269793 -0.823598
2 O 0.207012 0.714317 0.518862
3 H -0.142397 -0.176823 0.514753
4 H 0.827212 0.732298 -0.210018

Atomic forces in eV per Å
-0.6885 -1.4979 -0.8917
1.2802 2.4563 1.5316
-0.4203 -0.7077 -0.4829
-0.1714 -0.2507 -0.1571

Its net charge is -1. As for the LUMO energy: 5.03 eV. The value obtained for the HOMO energy is -3.7 eV.

---

The following is a DFT calculation (the ωB97M-V functional and the def2-TZVPD basis) of a 2-piece molecular cluster, ClH2O2PS overall at a distorted geometry.

Element x y z (Å)
1 O 1.952767 -0.647313 1.563734
2 O -2.274240 0.962233 0.096909
3 P 1.856622 -0.663784 0.112487
4 S 1.988153 -2.068664 -1.116855
5 Cl 1.627459 1.214670 -0.501428
6 H -2.066043 0.067234 0.351070
7 H -3.084721 1.135623 -0.505916

Atoms 1-6, force components in eV/Å:
-0.0756 -0.1699 0.2352
-1.3596 1.9423 -1.2805
0.2339 0.2380 0.4495
-0.1082 0.1025 -0.3154
-0.0608 -0.1532 -0.3762
-0.8255 -0.5087 -0.4601

As for the LUMO energy: -0.61 eV. The value obtained for the HOMO energy is -10.5 eV. Its SMILES is O=P(=S)Cl.O.

---

The following is a DFT calculation (the ωB97M-V functional and the def2-TZVPD basis) of a 19-piece molecular cluster, ClH36O22 overall at a distorted geometry.

Element x y z (Å)
1 Cl 0.104521 -0.151780 -0.556308
2 O -0.964481 0.270449 0.411898
3 O 0.421751 1.015189 -1.436504
4 O 1.314659 -0.559189 0.230382
5 O -0.365155 -1.305948 -1.397183
6 O 0.510212 -2.628074 -3.694404
7 H -0.195790 -2.064047 -4.054598
8 H 1.084237 -1.971209 -3.269161
9 O 4.276800 -1.669992 -0.191322
10 H 3.588005 -1.829768 0.473601
11 H 3.802880 -1.608093 -1.055188
12 O -2.977500 1.692208 1.231092
13 H -2.067656 1.427124 0.939387
14 H -3.364773 2.359691 0.678394
15 O 0.287512 3.242659 -2.762208
16 H 0.579732 2.649104 -2.091908
17 H 0.002962 2.641772 -3.495826
18 O 1.543534 2.601065 1.194285
19 H 0.654352 2.586184 0.832899
20 H 1.508303 3.430400 1.630403
21 O 2.853396 -2.283946 2.032446
22 H 2.097759 -2.827273 1.788750
23 H 2.677458 -1.355837 1.978282
24 O -2.479792 1.948400 -1.590639
25 H -1.622089 2.041651 -1.176177
26 H -2.939138 2.601986 -1.054522
27 O -0.072083 -1.266621 2.934853
28 H -0.943553 -1.202560 2.622451
29 H 0.345580 -1.510986 2.090897
30 O 0.508145 -3.563048 1.234066
31 H 1.122185 -4.185386 0.819318
32 H -0.042935 -3.359649 0.472874
33 O -0.719237 1.418240 3.150279
34 H -1.154358 1.192228 4.002167
35 H -0.288468 0.652692 2.832695
36 O -2.051257 -3.015387 -2.371884
37 H -1.747635 -3.891595 -2.549179
38 H -1.350576 -2.448938 -2.087662
39 O 2.856523 0.561231 2.493643
40 H 3.799921 0.387810 2.308475
41 H 2.536304 1.241002 1.875847
42 O -0.786144 3.248484 0.163917
43 H -0.753881 4.153028 -0.222958
44 H -1.280271 3.402492 1.009553
45 O 2.566606 1.085496 -3.568008
46 H 1.638255 1.228382 -3.472340
47 H 2.759949 0.725064 -4.463084
48 O 3.262091 1.978839 -0.600341
49 H 2.526926 2.279087 -0.054003
50 H 3.316165 1.036058 -0.476587
51 O -3.712583 -0.418842 -0.650260
52 H -3.097689 -0.058737 -1.265069
53 H -3.532692 0.166103 0.121336
54 O -2.261708 -3.069241 0.500819
55 H -2.709389 -2.328830 0.879420
56 H -2.375774 -2.806651 -0.399979
57 O -2.747364 -1.030464 2.244378
58 H -3.454979 -0.688971 2.819522
59 H -2.487771 -0.163052 2.008972

Atoms 1-6, force components in eV/Å:
0.7139 -0.3430 0.5338
2.0219 -1.0490 -1.7757
-0.6841 -2.5290 1.5218
-2.5821 0.8411 -1.9217
1.2956 2.8759 1.9194
0.1424 0.6811 -0.4101

Its net charge is -1. As for the LUMO energy: 1.82 eV. The value obtained for the HOMO energy is -7.6 eV.

---

The following is a DFT calculation (the ωB97M-V functional and the def2-TZVPD basis) of ClH3N2O2S as an isolated structure at a distorted geometry.

Element x y z (Å)
1 N 0.013219 -0.616210 -0.474239
2 N -0.423539 -0.718976 0.775445
3 O 1.013193 -1.241429 2.856934
4 O 1.296089 -2.448502 0.723739
5 S 1.018364 -1.244096 1.438186
6 Cl 2.561560 -0.009862 0.919350
7 H 0.915598 -0.262723 -0.592340
8 H -0.730480 -0.442130 -1.238211
9 H -0.568922 0.844137 1.499989

Atoms 1-6, force components in eV/Å:
-4.4867 0.2335 -4.0285
0.8566 3.7492 1.7786
-0.4394 0.4704 -0.0704
0.2200 0.1377 0.3556
0.4303 -2.7027 2.2256
-0.1027 0.5893 -0.1696

As for the LUMO energy (spin up / spin down): -0.97 / -1.12 eV. The value obtained for the HOMO energy (spin up / spin down) is -9.8 / -9.8 eV.

---

The following is a DFT calculation (the ωB97M-V functional and the def2-TZVPD basis) of one molecule with the formula ClH3N2S at a distorted geometry.

Element x y z (Å)
1 N -0.425492 -1.620169 0.280988
2 N -0.476330 1.140982 -0.129144
3 S 0.374985 -0.212589 -0.705730
4 Cl 2.402918 0.171085 0.310273
5 H -0.661671 -2.363760 -0.362208
6 H 0.038224 1.944730 0.009848
7 H -1.252636 0.939723 0.595972

Atoms 1-6, force components in eV/Å:
1.8107 5.1315 -1.4553
-2.3213 -3.9549 0.5425
-2.1578 -2.8659 3.7393
-1.3528 -0.2172 -0.5973
0.5321 -0.1190 -1.1110
1.4286 1.9035 0.3851

As for the LUMO energy (spin up / spin down): -1.31 / -1.31 eV. The value obtained for the HOMO energy (spin up / spin down) is -9.3 / -9.3 eV.

---

The following is a DFT calculation (the ωB97M-V functional and the def2-TZVPD basis) of one molecule with the formula ClH3NOP at a distorted geometry.

Element x y z (Å)
1 N -0.458759 1.065654 -0.255596
2 O 0.220784 -0.708005 1.300707
3 P 0.794120 -0.032606 -0.078448
4 Cl 0.287056 -1.602282 -1.426987
5 H -0.305004 1.685789 -1.190141
6 H -1.404479 0.986947 -0.011506
7 H 0.866282 -1.395497 1.661971

Atoms 1-6, force components in eV/Å:
2.6834 2.3672 -3.5434
1.3948 -1.1892 0.6188
-0.8287 0.0188 0.1489
0.0383 -0.0415 -0.0057
-0.6425 -1.9703 3.1778
-1.3479 -0.5609 0.3541

As for the LUMO energy: 0.77 eV. The value obtained for the HOMO energy is -9.5 eV. Its SMILES is NP(O)Cl.

---

The following is a DFT calculation (the ωB97M-V functional and the def2-TZVPD basis) of ClH3O3SSi as an isolated structure at a distorted geometry.

Element x y z (Å)
1 O -3.849069 -0.016820 2.390646
2 O -1.524643 0.260275 2.989998
3 O 0.841907 0.531133 0.789530
4 Si -0.415676 -0.004160 -0.088151
5 S -2.698947 -0.598317 3.001231
6 Cl -1.538015 -1.545734 0.827066
7 H -0.123565 -0.620544 -1.265495
8 H 0.565094 0.722565 1.707268
9 H -1.458967 1.093285 -0.113147

Atoms 1-6, force components in eV/Å:
-0.5604 -0.2463 0.0596
-0.6636 -0.5428 0.7874
-0.0265 -0.3606 0.6105
-2.1993 1.6862 2.4004
1.0388 1.6689 0.1892
0.5956 -0.8754 -1.0822

As for the LUMO energy: -0.89 eV. The value obtained for the HOMO energy is -11.1 eV.

---

So what do the calculations give for relative energy (zero: lowest compared OMol25 entry of this formula, charge and spin)? Going down the list: 0.795; 0.473; 1.737; 1.106; 3.506; 1.746; 0.000; 0.405 eV.